DFT (ωB97M-V/def2-TZVPD) results for an isolated molecule of CH2OS at a distorted geometry.

```
5
Properties=species:S:1:pos:R:3:forces:R:3:mulliken_charge:R:1
C -0.071981 0.024374 -0.406220 -0.33 0.40 -1.25 -0.330
O -0.054526 -1.272784 -2.765088 -1.34 5.78 2.68 -0.542
S -0.374704 0.260856 -1.982957 1.67 -6.27 -1.52 0.310
H -0.141748 0.860784 0.263657 -0.12 0.28 0.16 0.286
H 0.195685 -0.949363 -0.033192 0.11 -0.19 -0.07 0.275
```
Forces are in eV/Å.

HOMO-LUMO gap (Ha): 0.3162
Molar mass (g mol⁻¹): 62.09
Net charge: 0
E_LUMO (eV): -1.067